This record from OMol25 describes a structure of composition C73H134F36N11O25PS12. The level of theory is ωB97M-V with the def2-TZVPD basis set.

Geometry as XYZ:
```
292
Properties=species:S:1:pos:R:3:mulliken_charge:R:1
C -14.77 -30.56 -27.79 -1.173
C -14.58 -30.52 -26.27 2.184
C -13.28 -29.80 -25.89 0.483
N -13.63 -28.88 -24.72 1.003
C -14.39 -27.73 -25.30 1.764
C -14.54 -26.63 -24.25 -0.730
C -13.18 -26.07 -23.78 -1.105
C -12.27 -27.12 -23.31 1.734
C -12.21 -28.31 -24.30 -0.593
C -14.31 -29.57 -23.50 0.993
H -15.59 -31.22 -28.07 -0.033
H -13.91 -31.03 -28.26 0.545
H -14.92 -29.63 -28.33 0.066
H -14.60 -31.54 -25.87 -0.343
H -15.45 -30.10 -25.77 -1.158
H -12.77 -29.15 -26.60 -0.543
H -12.55 -30.49 -25.48 0.157
H -13.86 -27.22 -26.10 -1.643
H -15.42 -27.98 -25.56 -0.018
H -15.07 -25.79 -24.70 0.819
H -15.05 -26.97 -23.35 -0.264
H -12.77 -25.55 -24.65 0.127
H -13.33 -25.32 -23.01 0.553
H -11.28 -26.68 -23.28 -0.982
H -12.52 -27.28 -22.26 -0.080
H -11.74 -27.90 -25.19 -0.465
H -11.71 -29.18 -23.85 0.747
H -15.36 -29.69 -23.76 -0.101
H -14.35 -28.93 -22.62 0.035
H -13.81 -30.50 -23.22 -0.766
C -18.10 -25.20 -26.83 -1.278
C -18.33 -24.94 -28.34 0.968
C -19.53 -24.00 -28.80 -0.792
N -19.37 -23.42 -30.29 0.536
C -20.67 -22.63 -30.60 -0.803
C -20.70 -21.82 -31.95 -0.503
C -19.52 -20.92 -31.88 -0.900
C -18.18 -21.67 -31.78 -0.715
C -18.16 -22.50 -30.43 -0.668
C -19.33 -24.56 -31.34 -1.320
H -17.25 -25.85 -26.61 -0.006
H -18.96 -25.67 -26.36 0.403
H -17.82 -24.28 -26.33 0.502
H -18.58 -25.96 -28.64 -0.255
H -17.36 -24.70 -28.78 -0.113
H -19.37 -23.09 -28.23 0.325
H -20.54 -24.41 -28.79 0.434
H -20.74 -21.96 -29.74 0.520
H -21.56 -23.25 -30.61 0.413
H -21.65 -21.30 -32.07 0.400
H -20.54 -22.41 -32.86 0.254
H -19.56 -20.30 -30.98 0.332
H -19.47 -20.28 -32.76 0.414
H -17.27 -21.08 -31.70 0.512
H -18.06 -22.41 -32.56 0.336
H -18.14 -21.95 -29.49 0.379
H -17.30 -23.17 -30.50 0.356
H -18.46 -25.20 -31.20 0.207
H -19.46 -24.16 -32.34 0.537
H -20.24 -25.15 -31.29 0.478
C -8.69 -24.08 -18.22 -0.991
C -8.41 -25.60 -18.51 -0.419
C -7.71 -25.93 -19.85 0.218
N -7.21 -27.38 -20.22 0.361
C -8.40 -28.41 -20.21 -1.264
C -9.29 -28.01 -21.39 1.499
C -8.56 -27.90 -22.72 -0.195
C -7.31 -27.01 -22.65 -0.583
C -6.38 -27.46 -21.56 -0.954
C -6.20 -27.88 -19.21 -1.113
H -7.89 -23.35 -18.36 0.439
H -9.14 -23.89 -17.25 0.356
H -9.41 -23.80 -19.00 -0.081
H -9.35 -26.14 -18.41 0.252
H -7.75 -26.04 -17.76 0.272
H -6.88 -25.23 -19.76 0.391
H -8.22 -25.50 -20.71 -0.427
H -9.02 -28.41 -19.30 0.346
H -7.90 -29.35 -20.38 0.428
H -9.82 -27.11 -21.09 0.114
H -10.01 -28.80 -21.60 -0.537
H -9.25 -27.45 -23.43 -0.003
H -8.35 -28.91 -23.08 0.216
H -7.67 -25.99 -22.55 -0.044
H -6.83 -27.02 -23.63 0.648
H -5.53 -26.79 -21.48 0.545
H -5.97 -28.47 -21.63 0.497
H -5.74 -28.83 -19.48 0.446
H -6.65 -27.91 -18.21 0.369
H -5.32 -27.23 -19.23 0.406
C -17.84 -33.20 -28.95 -1.150
C -17.75 -33.66 -30.37 -0.578
C -19.12 -33.49 -31.03 -0.251
N -19.34 -33.81 -32.59 0.390
C -20.79 -33.52 -32.93 -0.048
C -21.75 -34.71 -32.42 -0.655
C -21.28 -36.05 -32.80 -0.773
C -19.80 -36.29 -32.41 -0.782
C -18.86 -35.13 -32.88 -0.735
C -18.41 -32.85 -33.34 -0.925
H -17.86 -32.11 -28.91 -0.205
H -16.92 -33.39 -28.40 0.400
H -18.54 -33.58 -28.20 0.521
H -17.62 -34.74 -30.29 0.424
H -16.94 -33.32 -31.01 0.350
H -19.53 -32.50 -30.85 0.017
H -19.85 -34.13 -30.53 0.407
H -20.94 -32.59 -32.38 -0.044
H -20.99 -33.31 -33.98 0.428
H -21.84 -34.67 -31.34 0.286
H -22.72 -34.65 -32.92 0.447
H -22.01 -36.63 -32.24 0.367
H -21.32 -36.36 -33.84 0.306
H -19.94 -36.44 -31.34 0.259
H -19.44 -37.24 -32.80 0.460
H -17.82 -35.19 -32.56 0.507
H -18.79 -35.35 -33.95 0.498
H -18.61 -32.99 -34.41 0.425
H -17.36 -33.10 -33.18 0.559
H -18.76 -31.85 -33.09 0.159
C -13.83 -22.66 -32.31 -1.061
C -12.50 -22.76 -32.95 -0.804
C -12.38 -23.88 -34.04 -0.762
C -12.58 -25.33 -33.44 -0.523
P -12.22 -26.74 -34.55 1.076
C -12.44 -28.34 -33.73 -1.169
C -13.90 -28.55 -33.30 0.290
C -13.96 -30.10 -33.00 -1.003
C -13.06 -30.73 -31.86 -1.253
C -13.45 -26.78 -35.92 -1.032
C -13.43 -25.63 -37.02 -0.577
C -13.91 -26.10 -38.39 -0.521
C -15.44 -26.07 -38.46 -1.249
C -10.46 -26.58 -34.99 -1.100
C -9.60 -26.08 -33.76 -0.072
C -8.12 -26.43 -33.91 -0.678
C -7.21 -26.18 -32.77 -1.126
H -14.16 -23.57 -31.83 0.101
H -14.58 -22.37 -33.04 0.371
H -13.93 -21.84 -31.60 0.543
H -11.75 -22.84 -32.16 0.348
H -12.21 -21.83 -33.44 0.432
H -11.40 -23.80 -34.50 0.423
H -13.10 -23.79 -34.85 0.161
H -13.62 -25.42 -33.14 0.742
H -12.02 -25.45 -32.52 0.192
H -11.66 -28.49 -32.98 0.413
H -12.27 -28.92 -34.64 0.625
H -14.57 -28.42 -34.14 0.211
H -14.22 -28.02 -32.41 -0.011
H -13.74 -30.69 -33.89 0.433
H -14.96 -30.51 -32.87 0.398
H -13.11 -31.81 -31.78 0.527
H -13.26 -30.26 -30.89 0.113
H -11.99 -30.59 -31.99 0.379
H -14.43 -26.57 -35.48 0.495
H -13.39 -27.81 -36.27 0.530
H -12.39 -25.39 -37.23 0.212
H -14.00 -24.73 -36.80 0.476
H -13.66 -27.15 -38.53 0.270
H -13.52 -25.51 -39.22 0.367
H -15.94 -26.68 -37.71 0.295
H -15.81 -26.26 -39.48 0.382
H -15.85 -25.07 -38.30 0.332
H -10.51 -25.76 -35.70 0.604
H -10.02 -27.46 -35.46 0.512
H -9.97 -26.59 -32.87 0.062
H -9.76 -25.04 -33.49 0.273
H -7.97 -25.91 -34.86 0.378
H -8.02 -27.47 -34.23 0.290
H -6.64 -25.25 -32.83 0.304
H -6.52 -26.98 -32.50 0.355
H -7.81 -26.11 -31.86 0.213
C -18.80 -36.80 -23.49 -1.562
C -17.52 -36.70 -22.56 1.432
C -16.39 -37.53 -23.10 -1.281
C -15.59 -37.15 -24.29 -0.881
C -14.99 -35.73 -24.11 -1.246
C -16.07 -34.66 -23.63 2.025
N -17.02 -35.22 -22.55 0.783
O -17.55 -34.40 -21.55 -0.236
C -16.96 -34.27 -24.78 -2.076
C -15.21 -33.42 -23.02 -1.626
C -17.85 -37.31 -21.12 -1.650
H -19.41 -35.95 -23.21 0.420
H -19.38 -37.70 -23.28 0.474
H -18.57 -36.88 -24.55 0.282
H -16.71 -38.56 -23.21 0.481
H -15.56 -37.55 -22.39 0.403
H -16.17 -37.19 -25.22 0.334
H -14.82 -37.91 -24.43 0.452
H -14.58 -35.37 -25.05 0.328
H -14.14 -35.69 -23.43 0.604
H -17.55 -34.99 -25.34 0.251
H -16.41 -33.85 -25.62 0.445
H -17.72 -33.55 -24.47 0.407
H -14.85 -33.69 -22.03 0.789
H -15.76 -32.61 -22.55 0.283
H -14.35 -33.08 -23.61 0.038
H -18.61 -36.71 -20.62 0.447
H -17.03 -37.40 -20.40 0.383
H -18.32 -38.29 -21.19 0.419
C -12.50 -22.57 -18.18 0.510
F -13.57 -21.75 -18.35 -0.207
F -11.42 -21.94 -18.59 -0.115
F -12.48 -22.81 -16.83 -0.218
S -12.78 -24.28 -19.18 1.094
O -12.80 -23.79 -20.59 -0.550
O -11.68 -25.17 -18.82 -0.483
N -14.26 -24.86 -18.52 -0.385
S -14.85 -25.62 -19.71 1.123
O -15.43 -24.70 -20.72 -0.504
O -14.07 -26.79 -20.15 -0.235
C -16.46 -26.50 -18.80 0.508
F -16.87 -25.82 -17.64 -0.233
F -17.41 -26.42 -19.65 -0.160
F -16.14 -27.80 -18.64 -0.174
C -17.79 -29.33 -30.57 0.180
F -17.68 -29.05 -31.85 -0.263
F -17.19 -30.50 -30.35 -0.076
F -17.21 -28.34 -29.83 0.240
S -19.69 -29.57 -30.14 0.094
O -19.75 -30.55 -29.03 -0.486
O -20.19 -28.21 -29.87 -0.358
N -20.26 -30.30 -31.59 -0.171
S -20.66 -29.26 -32.50 0.629
O -20.19 -27.86 -32.34 -0.329
O -20.60 -29.78 -33.81 -0.726
C -22.57 -29.25 -32.06 0.680
F -23.08 -30.42 -32.17 -0.229
F -22.64 -28.84 -30.75 -0.200
F -23.27 -28.48 -32.90 -0.239
C -11.41 -33.74 -25.54 0.579
F -10.85 -32.63 -26.06 -0.252
F -12.70 -33.78 -25.66 -0.202
F -10.93 -34.70 -26.28 -0.238
S -10.92 -33.91 -23.64 0.876
O -11.41 -35.26 -23.26 -0.663
O -9.46 -33.72 -23.80 -0.577
N -11.82 -32.68 -22.95 0.087
S -10.78 -32.16 -21.92 0.598
O -9.93 -33.09 -21.09 -0.640
O -10.04 -31.11 -22.56 -0.602
C -12.03 -31.27 -20.59 0.429
F -13.19 -31.86 -20.79 -0.155
F -11.62 -31.52 -19.37 -0.228
F -12.16 -29.96 -20.77 -0.066
C -9.94 -23.39 -22.76 0.257
F -10.05 -24.54 -23.39 -0.131
F -11.08 -22.72 -22.88 -0.190
F -9.73 -23.69 -21.47 -0.122
S -8.45 -22.38 -23.26 1.052
O -8.32 -22.42 -24.75 -0.698
O -8.72 -21.04 -22.69 -0.586
N -7.14 -23.32 -22.63 -0.110
S -6.19 -22.16 -22.38 0.805
O -5.92 -21.18 -23.37 -0.627
O -6.47 -21.53 -21.06 -0.684
C -4.43 -22.97 -22.22 0.547
F -3.54 -22.00 -21.92 -0.206
F -4.59 -23.86 -21.26 -0.204
F -4.07 -23.56 -23.37 -0.232
C -13.34 -24.43 -28.47 0.246
F -13.21 -24.25 -27.16 -0.097
F -14.24 -23.51 -28.86 -0.177
F -12.18 -24.02 -29.05 -0.163
S -13.72 -26.25 -29.08 -0.465
O -15.09 -26.46 -28.60 0.124
O -13.61 -26.29 -30.52 0.187
N -12.55 -27.21 -28.20 -0.199
S -11.32 -27.49 -29.11 0.985
O -11.22 -28.83 -29.76 -0.683
O -10.83 -26.40 -30.06 -0.613
C -9.91 -27.56 -27.73 0.219
F -8.67 -27.69 -28.34 -0.201
F -9.95 -26.45 -26.91 -0.149
F -10.05 -28.66 -26.95 -0.158
C -18.66 -28.83 -25.61 -0.068
F -17.61 -28.21 -24.94 0.102
F -19.69 -28.00 -25.56 -0.217
F -18.34 -28.98 -26.94 0.092
S -19.21 -30.59 -24.92 0.446
O -20.66 -30.44 -24.81 -0.617
O -18.73 -31.50 -25.92 -0.206
N -18.28 -30.55 -23.46 0.044
S -19.13 -29.79 -22.44 0.832
O -19.48 -28.43 -22.74 -0.601
O -20.29 -30.52 -21.91 -0.692
C -17.76 -29.66 -20.94 0.412
F -18.36 -29.31 -19.89 -0.199
F -17.24 -30.93 -20.80 -0.191
F -16.89 -28.71 -21.28 -0.053
```

Output
multiplicity: 2
calculated total energy: -14058.88092 Eh
net charge: +1